[1]
Formula: C41H54BClI2N3O4P2Ti
Source: the Open Molecules 2025 dataset
Level of theory: ωB97M-V/def2-TZVPD

Summary:
max |F| = 3.86 eV/Å
charge = -1
DFT total energy = -4672.8811 a.u.

```
109
C41H54BClI2N3O4P2Ti, DFT ωB97M-V/def2-TZVPD
Ti 0.5377 0.7772 -0.0108
C -2.7138 2.8875 1.2090
C -3.9410 1.9745 1.2878
C -4.0491 1.4888 2.7439
C -5.1754 2.7903 0.9090
P -3.5382 0.4281 0.2710
C -2.8298 1.1127 -1.3339
N -1.8906 0.1605 -1.9207
B -0.7359 -0.4821 -1.2713
N -0.5404 -1.7000 -2.0418
C 0.2015 -2.9417 -1.8358
P 1.0946 -3.1534 -0.2218
C 2.4123 -4.3823 -0.8250
C 1.9592 -5.6917 -1.4775
C 3.2719 -3.6205 -1.8594
C 3.3052 -4.6873 0.3855
C -0.2582 -4.0410 0.7886
C -1.5252 -3.1904 0.6534
C 0.2057 -3.9761 2.2519
C -0.6215 -5.4863 0.4481
C -1.3752 -1.6685 -3.1567
C -1.4543 -2.5353 -4.2361
C -2.3442 -2.2338 -5.2678
C -3.1449 -1.1001 -5.2070
C -3.0846 -0.2391 -4.1098
C -2.1988 -0.5334 -3.0858
C -5.1627 -0.3641 -0.2800
C -6.0693 0.4323 -1.2189
C -5.9436 -0.7631 0.9791
C -4.7443 -1.6610 -0.9900
H -2.7099 3.5778 2.0610
H -2.7070 3.4858 0.2976
H -1.7904 2.3019 1.2542
H -4.3084 2.3304 3.3994
H -3.0971 1.0724 3.0835
H -4.8109 0.7170 2.8691
H -5.1904 3.7167 1.4978
H -6.0998 2.2530 1.1236
H -5.1656 3.0679 -0.1479
H -2.3214 2.0422 -1.1029
H -3.6014 1.3405 -2.0627
H 0.9360 -3.0347 -2.6357
H -0.4957 -3.7809 -1.9271
H 1.1841 -5.5242 -2.2320
H 1.5945 -6.4215 -0.7605
H 2.8222 -6.1394 -1.9868
H 2.8911 -3.7543 -2.8751
H 4.2931 -4.0097 -1.8387
H 3.3405 -2.5496 -1.6539
H 2.7661 -5.2269 1.1695
H 3.7006 -3.7601 0.8095
H 4.1549 -5.3051 0.0741
H -1.3520 -2.1590 0.9546
H -2.3080 -3.6025 1.3046
H -1.9040 -3.1851 -0.3729
H 0.3844 -2.9434 2.5553
H 1.1249 -4.5405 2.4135
H -0.5684 -4.3933 2.9098
H -0.8134 -5.6279 -0.6190
H -1.5386 -5.7528 0.9897
H 0.1524 -6.1846 0.7652
H -0.8240 -3.4145 -4.2912
H -2.3982 -2.8818 -6.1346
H -3.8192 -0.8745 -6.0259
H -3.7072 0.6481 -4.0766
H -6.5088 1.3033 -0.7363
H -6.8896 -0.2153 -1.5488
H -5.5419 0.7614 -2.1166
H -6.3689 0.1032 1.4926
H -5.3015 -1.3020 1.6831
H -6.7719 -1.4248 0.7004
H -4.2178 -1.4703 -1.9258
H -5.6386 -2.2505 -1.2262
H -4.0940 -2.2663 -0.3521
O 0.0913 0.2189 3.7797
C 0.5628 0.5870 2.7500
O 0.3726 0.0032 1.5848
C 1.4432 1.8054 2.6344
C 1.8448 2.5017 3.7829
C 2.6226 3.6072 3.6352
C 3.0003 4.0192 2.3455
C 3.7921 5.1692 2.1205
C 4.1305 5.5326 0.8530
C 3.7008 4.7524 -0.2468
C 2.9370 3.6388 -0.0614
C 2.5584 3.2458 1.2424
N 1.7708 2.1424 1.4158
H 1.5189 2.1355 4.7478
H 2.9641 4.1728 4.4954
H 4.1284 5.7493 2.9718
H 4.7355 6.4148 0.6865
H 3.9812 5.0388 -1.2529
H 2.6169 3.0503 -0.9075
I 2.8448 0.1421 -1.2162
I 5.9629 -0.5728 -2.1733
Cl 0.0094 8.7293 0.7562
C -0.0237 7.1433 0.0418
C 0.0010 7.0164 -1.3379
C -0.0369 5.7508 -1.9001
C -0.0833 4.6201 -1.0948
C -0.0937 4.7696 0.2857
C -0.0752 6.0300 0.8639
C -0.1214 3.2771 -1.7697
O -0.4072 3.1880 -2.9281
O 0.1917 2.2154 -1.0193
H 0.0520 7.9020 -1.9592
H -0.0184 5.6151 -2.9746
H -0.1061 3.8943 0.9162
H -0.0926 6.1475 1.9407
```

---

[2]
Formula: C41H56N5OP2Pd
Source: the Open Molecules 2025 dataset
Level of theory: ωB97M-V/def2-TZVPD

Summary:
max |F| = 0.69 eV/Å
charge = -1
DFT total energy = -2755.6654 a.u.

```
106
C41H56N5OP2Pd, DFT ωB97M-V/def2-TZVPD
Pd -0.3853 -0.4410 -0.5044
C -1.9585 1.6014 -3.3271
C -0.4387 1.6084 -3.4133
C 0.0325 0.5455 -4.4068
P 0.3029 1.2917 -1.7477
C 2.1126 1.4335 -2.1094
C 2.8674 1.3928 -0.7746
C 2.5953 2.6053 -2.9579
C -0.1025 2.8051 -0.8110
C -0.0150 4.0805 -1.3683
C -0.3060 5.2397 -0.6662
C -0.2156 6.6015 -1.3044
C -0.7070 5.0841 0.6648
C -0.8241 3.8449 1.2524
C -0.5499 2.6447 0.5380
N -0.7878 1.4077 1.0224
C -1.0399 1.0939 2.3239
C -0.3558 1.5904 3.4469
C -0.6344 1.1113 4.7154
C -1.6007 0.1319 4.9333
C -1.8795 -0.4063 6.3136
C -2.2867 -0.3567 3.8236
C -2.0251 0.0959 2.5376
P -2.7989 -0.4665 0.9783
C -3.9147 -1.8256 1.5991
C -4.9628 -2.2133 0.5546
C -3.0535 -3.0472 1.9332
C -3.9526 0.9703 0.6850
C -4.9951 1.1903 1.7759
C -4.5842 0.9337 -0.7051
H -2.3928 1.9178 -4.2801
H -2.3282 2.2624 -2.5409
H -2.3023 0.5859 -3.1215
H -0.1011 2.5914 -3.7586
H -0.2110 -0.4522 -4.0308
H 1.1075 0.6028 -4.5927
H -0.4771 0.6735 -5.3663
H 2.3316 0.5047 -2.6515
H 2.6830 2.3047 -0.2015
H 3.9468 1.3227 -0.9484
H 2.5663 0.5359 -0.1716
H 2.4266 3.5539 -2.4460
H 2.1138 2.6473 -3.9369
H 3.6733 2.5106 -3.1214
H 0.2833 4.1813 -2.4072
H 0.1853 6.5287 -2.3169
H 0.4376 7.2706 -0.7376
H -1.1947 7.0847 -1.3720
H -0.9462 5.9677 1.2511
H -1.1691 3.7737 2.2760
H 0.4183 2.3345 3.3038
H -0.0800 1.5030 5.5632
H -1.4583 0.2468 7.0794
H -1.4458 -1.4003 6.4545
H -2.9527 -0.4905 6.4998
H -3.0483 -1.1124 3.9886
H -4.4431 -1.5001 2.5014
H -4.5142 -2.3313 -0.4357
H -5.7534 -1.4680 0.4719
H -5.4303 -3.1648 0.8261
H -2.6125 -3.4547 1.0229
H -3.6612 -3.8266 2.4037
H -2.2247 -2.8082 2.5986
H -3.2406 1.8015 0.7041
H -5.7587 0.4071 1.7568
H -5.5059 2.1470 1.6299
H -4.5392 1.1988 2.7673
H -5.4160 0.2279 -0.7532
H -3.8550 0.6373 -1.4568
H -4.9742 1.9194 -0.9741
N 5.0675 -1.5480 -0.4386
C 6.3553 -1.3281 -0.0072
C 7.5558 -1.1362 -0.6768
C 8.6829 -0.9337 0.1032
C 8.6065 -0.9230 1.5021
C 7.4036 -1.1121 2.1602
C 6.2592 -1.3166 1.3941
N 4.9503 -1.5198 1.7874
C 4.2683 -1.6514 0.6776
C 2.8277 -1.8599 0.5868
C 2.1907 -2.0471 -0.6085
C 0.7776 -2.2046 -0.6472
N 0.0220 -2.3085 0.5028
C 0.6770 -1.9825 1.6604
C 2.0216 -1.7886 1.7631
H 4.7516 -1.5832 -1.3898
H 7.6137 -1.1420 -1.7581
H 9.6398 -0.7772 -0.3782
H 9.5093 -0.7590 2.0768
H 7.3404 -1.1005 3.2405
H 2.7267 -2.0883 -1.5510
H 0.3550 -2.7033 -1.5114
H 0.0474 -1.9260 2.5425
H 2.4846 -1.5847 2.7175
C -1.0659 -4.9218 -1.3819
N -1.4787 -4.1140 -2.5084
C -1.0021 -4.4973 -3.8164
C -2.0845 -2.9104 -2.3289
O -2.3696 -2.1323 -3.2148
H -1.4940 -5.9256 -1.4514
H -1.3890 -4.4516 -0.4555
H 0.0238 -5.0075 -1.3424
H -1.2792 -5.5317 -4.0319
H 0.0885 -4.4108 -3.8742
H -1.4490 -3.8361 -4.5547
H -2.3076 -2.7191 -1.2668
```

---

[3]
Formula: C41H56N6O3SSr
Source: the Open Molecules 2025 dataset
Level of theory: ωB97M-V/def2-TZVPD

Summary:
max |F| = 3.79 eV/Å
DFT total energy = -2579.1967 a.u.

```
108
C41H56N6O3SSr, DFT ωB97M-V/def2-TZVPD
Sr 1.5329 -0.8388 -0.7402
C -1.6732 -2.7401 -0.8200
C -1.3904 -2.2850 0.6089
N -0.6685 -1.0177 0.5804
C -0.1447 -0.5749 1.8738
C 1.0483 -1.4215 2.2964
C 1.5030 -1.4852 3.6055
C 2.5904 -2.3010 3.8795
C 3.1867 -3.0348 2.8613
C 2.6831 -2.9064 1.5779
C 3.2553 -3.6214 0.3633
N 2.2745 -3.6471 -0.7157
C 1.1586 -4.5521 -0.4893
C 0.0907 -4.3397 -1.5556
N -0.4535 -2.9791 -1.5936
N 1.6420 -2.1135 1.3232
H -2.2354 -1.9431 -1.3160
H -2.3161 -3.6297 -0.7889
H -0.7751 -3.0283 1.1163
H -2.3354 -2.2160 1.1646
H -1.2650 -0.2863 0.1906
H -0.8945 -0.5857 2.6759
H 0.1889 0.4575 1.7702
H 1.0165 -0.9097 4.3835
H 2.9666 -2.3789 4.8932
H 4.0257 -3.6901 3.0603
H 3.6174 -4.6131 0.6631
H 4.1226 -3.0528 0.0122
H 2.7280 -3.8590 -1.6015
H 0.7443 -4.3602 0.5021
H 1.4656 -5.6064 -0.5098
H -0.7060 -5.0802 -1.4025
H 0.5459 -4.5437 -2.5293
H -0.5950 -2.7124 -2.5578
O 1.7523 1.9511 2.6233
C 2.5726 2.4296 1.5385
C 2.3132 1.3130 0.4757
O 3.1611 0.3933 0.3464
O 1.1975 1.3473 -0.1249
C 4.0409 2.4555 1.9586
C 4.5143 1.5004 2.8557
C 5.8541 1.4671 3.2101
C 6.7442 2.3847 2.6646
C 6.2814 3.3352 1.7682
C 4.9364 3.3717 1.4188
C 2.0869 3.8083 1.0947
C 2.0008 4.8093 2.0629
C 1.5689 6.0869 1.7430
C 1.2261 6.3919 0.4315
C 1.3305 5.4124 -0.5437
C 1.7574 4.1288 -0.2168
H 1.7751 2.6073 3.3275
H 3.8205 0.7763 3.2639
H 6.2077 0.7156 3.9055
H 7.7927 2.3561 2.9349
H 6.9670 4.0546 1.3380
H 4.5858 4.1211 0.7197
H 2.3049 4.6027 3.0858
H 1.5110 6.8459 2.5141
H 0.8878 7.3876 0.1735
H 1.0702 5.6401 -1.5701
H 1.8172 3.3763 -0.9903
C -1.7349 3.8116 1.5512
C -3.2381 3.8872 1.2813
C -4.0329 2.8021 2.0114
C -3.8170 1.4042 1.4426
N -4.4418 1.2225 0.1336
C -3.7949 1.2425 -1.0471
S -2.1250 1.4046 -1.1957
N -4.5816 1.1547 -2.1456
C -5.9760 0.7303 -2.1614
C -6.1669 -0.7586 -1.8752
C -7.6202 -1.2125 -2.0002
C -8.5575 -0.5610 -0.9831
H -1.2071 4.6367 1.0671
H -1.2974 2.8862 1.1661
H -1.5309 3.8712 2.6258
H -3.4217 3.8134 0.2046
H -3.6150 4.8627 1.5979
H -5.1038 3.0336 1.9888
H -3.7355 2.7857 3.0653
H -4.2293 0.6518 2.1176
H -2.7543 1.2068 1.3231
H -5.4433 1.3236 0.1089
H -4.0518 1.0784 -2.9973
H -6.3684 0.9633 -3.1511
H -6.5480 1.3399 -1.4590
H -5.7937 -0.9885 -0.8722
H -5.5451 -1.3181 -2.5787
H -7.6554 -2.2964 -1.8754
H -7.9764 -1.0056 -3.0144
H -8.1901 -0.7122 0.0368
H -9.5578 -0.9934 -1.0431
H -8.6602 0.5141 -1.1510
C 2.7855 -0.9305 -3.1609
C 2.8213 -2.2593 -3.7164
C 3.8199 -3.2059 -3.3626
C 3.8007 -4.5153 -3.8247
C 2.7852 -4.9662 -4.6638
C 1.7974 -4.0554 -5.0437
C 1.8139 -2.7468 -4.5902
H 2.3147 -0.2067 -3.8342
H 3.7781 -0.5713 -2.8635
H 4.6348 -2.8784 -2.7198
H 4.5952 -5.1968 -3.5328
H 2.7739 -5.9860 -5.0296
H 1.0087 -4.3748 -5.7176
H 1.0300 -2.0613 -4.9025
```

---

[4]
Formula: C41H59BBaBrN10O3S
Source: the Open Molecules 2025 dataset
Level of theory: ωB97M-V/def2-TZVPD

Summary:
max |F| = 1.32 eV/Å
charge = -1
DFT total energy = -5393.9772 a.u.

```
117
C41H59BBaBrN10O3S, DFT ωB97M-V/def2-TZVPD
Ba 0.8601 -0.4877 -1.0289
C -1.6393 0.3079 4.5295
C -0.4203 0.3142 3.6645
C 0.8233 0.7988 3.9925
C 1.6065 0.6307 2.8351
N 0.8824 0.0679 1.8734
N -0.3657 -0.1259 2.3852
B -1.5622 -0.8102 1.6686
N -2.2669 0.1121 0.6363
N -1.6866 0.7423 -0.4241
C -2.6257 1.5024 -0.9762
C -3.8268 1.3874 -0.2547
C -3.5641 0.4842 0.7472
C -4.5352 -0.0502 1.7484
C -2.4397 2.3743 -2.1977
C -3.5364 2.0347 -3.2174
C -2.5868 3.8440 -1.7775
C -1.0776 2.1807 -2.8502
N -1.2808 -2.2589 1.1735
N -0.6138 -2.6278 0.0458
C -0.7458 -3.9450 -0.0746
C -1.5021 -4.4466 0.9970
C -1.8249 -3.3492 1.7635
C -2.5983 -3.3507 3.0429
C -0.1822 -4.7348 -1.2403
C 1.3361 -4.5705 -1.3445
C -0.5058 -6.2188 -1.0567
C -0.8148 -4.2432 -2.5456
C 3.0569 1.0485 2.7185
C 3.5904 0.9431 1.2957
C 3.8976 0.1475 3.6341
C 3.1836 2.5062 3.1868
H -1.3859 0.7495 5.4933
H -2.0213 -0.6986 4.7006
H -2.4454 0.8944 4.0853
H 1.1132 1.2248 4.9395
H -2.3698 -0.9519 2.5296
H -4.7752 1.8594 -0.4546
H -5.5104 0.3993 1.5620
H -4.2424 0.1697 2.7754
H -4.6373 -1.1328 1.6557
H -4.5317 2.1862 -2.7942
H -3.4544 0.9942 -3.5346
H -3.4377 2.6709 -4.1008
H -3.5579 4.0310 -1.3146
H -2.4896 4.4937 -2.6516
H -1.8078 4.1151 -1.0602
H -0.9295 1.1463 -3.1561
H -0.2728 2.4471 -2.1696
H -1.0043 2.8050 -3.7443
H -1.7857 -5.4660 1.1954
H -2.8564 -4.3801 3.2908
H -3.5206 -2.7732 2.9705
H -2.0123 -2.9372 3.8654
H 1.8327 -4.8515 -0.4143
H 1.6101 -3.5412 -1.5738
H 1.7212 -5.2032 -2.1483
H -0.0402 -6.6202 -0.1535
H -0.1251 -6.7802 -1.9126
H -1.5836 -6.3840 -0.9951
H -0.6185 -3.1810 -2.6861
H -1.8977 -4.3927 -2.5330
H -0.3956 -4.7923 -3.3932
H 3.5468 -0.0808 0.9393
H 4.6351 1.2640 1.2674
H 3.0202 1.5660 0.6091
H 3.8314 -0.8910 3.3045
H 3.5556 0.2032 4.6702
H 4.9478 0.4500 3.5996
H 2.5665 3.1576 2.5621
H 4.2238 2.8335 3.1074
H 2.8670 2.6272 4.2249
Br -4.1805 -2.5869 -1.1437
C -3.6308 -2.0207 -2.8830
C -4.5311 -2.1318 -3.9318
C -4.0682 -1.7736 -5.1885
C -2.7619 -1.3372 -5.3324
C -1.9567 -1.2542 -4.2041
N -2.4025 -1.5862 -2.9894
C -0.5067 -0.7593 -4.3292
O -0.1689 -0.3392 -5.4323
O 0.1716 -0.8223 -3.2611
H -5.5357 -2.4908 -3.7642
H -4.7248 -1.8437 -6.0473
H -2.3415 -1.0469 -6.2841
S 3.8659 -0.9006 -2.1376
C 4.0335 -1.9531 -0.7862
C 5.2520 -2.6141 -0.4876
C 5.3479 -3.4145 0.6229
C 4.2369 -3.5825 1.4575
C 3.0801 -2.9244 1.1019
N 2.9682 -2.1424 0.0264
H 6.0921 -2.4603 -1.1507
H 6.2830 -3.9135 0.8532
H 4.2753 -4.2027 2.3426
H 2.1787 -3.0163 1.7036
C -0.3861 3.2409 1.3470
N 0.7435 4.0105 0.8522
C 0.8667 5.3664 1.3439
C 2.2975 5.8509 1.2281
C 2.7839 5.6286 -0.1896
N 2.5852 4.2494 -0.5781
C 3.4109 3.7521 -1.6638
C 1.5510 3.4803 -0.1149
O 1.3746 2.3378 -0.5313
H -0.2591 3.0213 2.4110
H -0.4576 2.3060 0.8001
H -1.3139 3.8040 1.2072
H 0.5477 5.3722 2.3891
H 0.1914 6.0380 0.7959
H 2.9299 5.2887 1.9192
H 2.3588 6.9084 1.4886
H 3.8524 5.8448 -0.2606
H 2.2697 6.3089 -0.8830
H 4.4652 3.8057 -1.3833
H 3.2565 4.3468 -2.5695
H 3.1583 2.7175 -1.8701
```